Entry 1:
A gas-phase ion, C4H7N2O (charge +1) at a distorted geometry. Source: OMol25; level of theory: the ωB97M-V functional and the def2-TZVPD basis.

The geometry in XYZ format:
```
14
Properties=species:S:1:pos:R:3:forces:R:3:nbo_charge:R:1
C 0.86297 0.74572 -0.11437 -2.6 -0.9 1.4 -0.31
C 1.00066 -0.51624 0.05067 -2.2 1.3 -1.0 0.51
C -0.39830 1.66631 0.01351 1.5 -1.0 1.9 -0.22
C 1.28532 -1.87408 0.02791 3.6 1.3 -0.2 -0.77
N -1.59519 0.86350 0.02549 0.3 3.6 -1.0 -0.37
N -1.57182 -0.39204 0.06934 2.8 -2.1 0.2 0.27
O -2.53739 -1.06387 0.09988 -1.5 -0.5 -0.1 -0.29
H 1.73276 1.26403 -0.02854 2.8 1.7 -0.1 0.30
H -0.42591 2.14742 1.09125 0.8 -0.3 -2.4 0.27
H -0.26598 2.35269 -0.84642 -0.8 -0.1 0.7 0.26
H 1.03044 -2.32474 0.92096 0.3 -1.2 2.1 0.29
H 2.37330 -1.97204 -0.41738 -1.3 0.2 1.6 0.35
H 0.86635 -2.38285 -0.73365 -2.2 -1.4 -2.9 0.30
H -2.35722 1.48619 -0.15864 -1.6 -0.5 0.1 0.41
```
Positions in Å, forces in eV/Å.

Values from the calculation:
**Total charge**: +1
**ΔE to the lowest compared entry with this formula, charge and spin**: 6.715 eV
**E_LUMO**: -5.93 eV
**Highest occupied orbital energy**: -13.8 eV
**Spin multiplicity**: 1
**Frontier orbital gap**: 7.892 eV
**Energy**: -9276.0749 eV

=====

Entry 2:
A gas-phase ion, C5H7IN (charge +1) at a distorted geometry. Source: OMol25; level of theory: the ωB97M-V functional and the def2-TZVPD basis.

The geometry in XYZ format:
```
14
Properties=species:S:1:pos:R:3:forces:R:3:nbo_charge:R:1
C -0.02982 -2.42032 -0.20628 2.2 -0.1 -0.6 -0.68
C -0.71764 -1.19705 0.22939 -1.3 -1.6 -0.5 0.17
N -0.09080 -0.12495 0.15905 0.2 2.6 0.4 -0.29
C 0.24230 1.38402 0.14211 0.6 -1.0 -1.4 0.25
C -0.57330 2.62463 0.00142 0.6 0.2 2.8 -0.69
C 1.14872 0.45174 -0.08225 3.1 0.6 0.7 0.09
I 3.53725 -0.04966 0.05826 -3.3 0.6 -0.4 0.30
H -0.70042 -3.28017 -0.28912 0.4 0.2 -0.1 0.26
H 0.54426 -2.16356 -1.16861 -1.1 -0.7 1.0 0.25
H 0.81207 -2.60990 0.49521 -0.6 -0.4 -0.2 0.26
H -1.77711 -1.30900 0.45996 0.1 0.9 0.1 0.24
H -1.01868 2.67589 1.04642 -0.2 0.2 -1.3 0.27
H -1.31571 2.37261 -0.73797 -0.4 0.4 -0.2 0.27
H -0.06114 3.64572 -0.10760 -0.3 -2.0 -0.3 0.31
```
Positions in Å, forces in eV/Å.

Values from the calculation:
**Total charge**: +1
**ΔE to the lowest compared entry with this formula, charge and spin**: 3.382 eV
**E_LUMO**: -5.87 eV
**Highest occupied orbital energy**: -13.8 eV
**Spin multiplicity**: 1
**SMILES**: C/C=[N+]1C(C)=C/1I
**Frontier orbital gap**: 7.943 eV
**Energy**: -14877.5237 eV

=====

Entry 3:
A single CHF2IS molecule at a distorted geometry. Source: OMol25; level of theory: the ωB97M-V functional and the def2-TZVPD basis.

The geometry in XYZ format:
```
6
Properties=species:S:1:pos:R:3:forces:R:3:nbo_charge:R:1
F -1.02160 1.39566 -1.34806 -0.7 0.8 0.5 -0.32
C -1.34913 1.29624 -0.05478 -1.0 -3.2 -1.0 0.58
F -1.77825 2.35080 0.54614 -0.6 1.5 -0.3 -0.30
S -0.07040 0.63333 0.89479 1.5 -0.8 1.0 0.05
I -3.34967 -0.25961 -0.01391 1.5 1.2 -0.2 -0.17
H 0.54918 -0.19222 0.00615 -0.7 0.4 0.0 0.16
```
Positions in Å, forces in eV/Å.

Values from the calculation:
**Total charge**: 0
**ΔE to the lowest compared entry with this formula, charge and spin**: 0.608 eV
**E_LUMO**: -1.03 eV
**Highest occupied orbital energy**: -9.4 eV
**Spin multiplicity**: 1
**SMILES**: FC(F)(S)I
**Frontier orbital gap**: 8.362 eV
**Energy**: -25422.8418 eV

=====

Entry 4:
A single C3H9N3 molecule. Source: OMol25; level of theory: the ωB97M-V functional and the def2-TZVPD basis.

The geometry in XYZ format:
```
15
Properties=species:S:1:pos:R:3:forces:R:3:nbo_charge:R:1
C 0.64991 -1.83267 0.89061 0.1 0.0 -0.1 -0.66
C -0.55173 -1.47018 0.07977 0.1 -0.1 0.2 -0.25
C -0.81192 -0.33504 -0.55980 -0.2 -0.2 -0.1 -0.04
N -0.02097 0.80779 -0.69762 0.3 0.7 -0.1 -0.15
N 0.90411 1.07054 0.32473 0.1 0.1 0.1 -0.67
N -0.75989 1.90983 -1.17955 -0.1 0.2 -0.1 -0.66
H 0.36353 -2.01914 1.92670 0.1 0.0 0.1 0.21
H 1.39012 -1.04132 0.86421 0.1 -0.2 0.1 0.24
H 1.09048 -2.75129 0.50277 0.1 -0.1 0.0 0.21
H -1.29636 -2.25054 -0.00390 -0.2 0.1 -0.1 0.20
H -1.72134 -0.23523 -1.13490 0.0 0.0 0.0 0.21
H 0.47837 1.52163 1.13942 -0.1 0.0 -0.2 0.33
H 1.65434 1.65524 -0.03238 -0.2 -0.1 0.0 0.36
H -1.22381 2.43243 -0.43114 0.2 -0.2 0.0 0.33
H -0.14484 2.53796 -1.68894 -0.1 -0.2 0.1 0.35
```
Positions in Å, forces in eV/Å.

Values from the calculation:
**Total charge**: 0
**ΔE to the lowest compared entry with this formula, charge and spin**: 2.692 eV
**E_LUMO**: 0.96 eV
**Highest occupied orbital energy**: -7.9 eV
**Spin multiplicity**: 1
**SMILES**: C/C=C\N(N)N
**Frontier orbital gap**: 8.831 eV
**Energy**: -7724.8815 eV

=====

Entry 5:
A molecular structure, CH2Br3Ca2F4O5P2Rb at a distorted geometry. Source: OMol25; level of theory: the ωB97M-V functional and the def2-TZVPD basis.

The geometry in XYZ format:
```
20
Properties=species:S:1:pos:R:3:forces:R:3:nbo_charge:R:1
Rb -1.08605 -3.49163 -2.96427 -0.1 0.1 -0.6 1.00
Ca -1.71905 -0.75550 2.78241 1.6 0.9 -0.5 1.90
Ca -1.54936 1.51474 -0.46627 0.6 0.5 -1.1 1.90
O -1.41147 1.16863 1.69483 -0.9 -0.5 0.8 -1.42
H -0.84745 1.80697 2.15093 0.0 -0.1 0.1 0.50
O 0.13147 -1.16567 1.52723 -0.8 -0.6 0.4 -1.29
P 0.55728 -1.08161 0.09183 -1.6 0.6 0.9 2.66
O 0.20021 0.11138 -0.69516 0.2 0.2 0.1 -1.21
F -0.17783 -2.28035 -0.63467 0.6 -0.2 0.1 -0.59
F 2.01954 -1.42288 0.05501 1.0 -0.5 -0.5 -0.51
O -1.79864 1.09068 -2.56360 -0.4 -0.1 0.7 -1.33
P -2.13751 0.36704 -3.83547 0.9 -0.5 -0.6 2.66
O -1.71476 -1.02180 -4.08598 0.0 -0.4 0.9 -1.20
F -1.59875 1.24250 -4.96988 -0.1 0.5 -0.4 -0.54
F -3.65371 0.49242 -4.01377 -0.8 0.2 -0.1 -0.55
C 2.91595 0.57462 3.12040 0.7 -0.2 0.1 -0.51
Br 1.47941 1.14123 4.27760 -0.4 -0.1 0.0 0.04
Br 4.52084 0.27273 4.13991 -0.2 0.1 -0.1 0.16
Br 3.20782 1.81950 1.69507 -0.1 0.0 -0.1 0.12
H 2.66206 -0.38300 2.69386 -0.3 0.0 -0.1 0.22
```
Positions in Å, forces in eV/Å.

Values from the calculation:
**Total charge**: +2
**ΔE to the lowest compared entry with this formula, charge and spin**: 0.000 eV
**E_LUMO**: -8.03 eV
**Highest occupied orbital energy**: -15.0 eV
**Spin multiplicity**: 1
**Frontier orbital gap**: 6.929 eV
**Energy**: -288415.2862 eV

=====

Entry 6:
A molecular structure, C33H33BBrCaN4O9. Source: OMol25; level of theory: the ωB97M-V functional and the def2-TZVPD basis.

The geometry in XYZ format:
```
82
Properties=species:S:1:pos:R:3:forces:R:3:mulliken_charge:R:1
Ca 0.85004 -1.45037 -0.62084 -0.2 0.0 -0.2 1.74
C 6.18416 -1.69530 -3.65122 0.0 0.0 0.0 -1.79
C 5.39763 -1.69892 -2.35271 0.0 0.0 0.0 1.69
C 6.17101 -2.45946 -1.27870 0.0 0.0 0.0 -1.93
O 4.15506 -2.39997 -2.56073 0.0 0.0 0.0 -0.51
B 3.15126 -1.82235 -1.77452 0.1 -0.1 -0.1 -0.46
O 3.67697 -0.62205 -1.23138 -0.1 0.0 0.1 0.44
C 4.92724 -0.30065 -1.87352 0.0 0.0 0.0 1.46
C 5.84366 0.37867 -0.87128 0.0 0.0 0.0 -1.70
C 4.61399 0.65497 -3.02063 0.0 0.0 0.0 -2.07
H 6.45798 -2.71903 -3.91107 0.0 0.0 0.0 0.46
H 7.10171 -1.10982 -3.54745 0.0 0.0 0.0 0.32
H 5.59500 -1.28315 -4.46794 0.0 0.0 0.0 0.33
H 6.28382 -3.49538 -1.60075 0.0 0.0 0.0 0.53
H 5.62359 -2.45497 -0.33588 0.0 0.0 0.0 0.29
H 7.16352 -2.03331 -1.11609 0.0 0.0 0.0 0.29
H 5.93419 -0.20477 0.04354 0.0 0.0 0.0 0.34
H 5.44124 1.36022 -0.61657 0.0 0.0 0.0 0.41
H 6.84056 0.52568 -1.29637 0.0 0.0 0.0 0.33
H 3.96869 0.17294 -3.75572 0.0 0.0 0.0 0.42
H 5.52477 0.99943 -3.51618 0.0 0.0 0.0 0.32
H 4.08467 1.51858 -2.61759 0.0 0.0 0.0 0.45
C -5.32626 2.83102 1.60952 0.0 0.0 0.0 -1.53
C -5.54165 1.65793 0.69285 0.0 0.0 0.0 0.70
C -4.76130 1.48048 -0.44226 0.1 0.0 0.0 -0.61
C -4.97476 0.42484 -1.31806 0.0 0.0 0.0 -0.02
C -5.99202 -0.48318 -1.06283 0.0 0.0 0.1 0.15
N -6.33197 -1.54341 -1.94666 -0.1 -0.1 0.0 -0.08
C -5.60293 -2.05107 -2.99538 0.0 0.0 -0.1 0.21
O -6.13867 -2.38912 -4.03597 0.0 0.0 0.0 -0.70
N -4.23798 -2.17104 -2.83277 0.0 0.1 -0.1 -0.09
C -3.49416 -2.49573 -1.68390 0.0 -0.1 0.0 0.21
C -4.03739 -3.00107 -0.50930 0.0 0.0 0.0 -0.04
C -3.18141 -3.37135 0.51517 0.0 0.0 0.0 -0.93
C -1.81400 -3.25263 0.33979 0.0 0.1 0.0 -0.52
N -1.29169 -2.76229 -0.78709 0.0 0.1 0.1 -0.50
C -2.11106 -2.36909 -1.75582 0.0 -0.2 0.0 -0.06
C -6.76993 -0.33347 0.08176 0.0 0.0 0.0 -0.48
C -6.54649 0.72656 0.94281 0.0 0.0 0.0 -0.79
H -4.34367 3.27303 1.45399 0.0 0.0 0.0 0.27
H -5.40224 2.53295 2.65619 0.0 0.0 0.0 0.35
H -6.07729 3.60436 1.43045 0.0 0.0 0.0 0.38
H -3.96647 2.18364 -0.65815 0.1 0.0 0.0 0.35
H -4.35567 0.33284 -2.20056 0.0 0.0 0.0 0.52
H -7.31827 -1.62477 -2.14259 0.0 0.0 0.0 0.28
H -3.79075 -2.37189 -3.71405 0.0 0.0 0.0 0.24
H -5.10632 -3.11659 -0.40197 0.0 0.0 0.0 0.47
H -3.57549 -3.75902 1.44423 0.0 0.0 0.0 0.44
H -1.11370 -3.50600 1.12577 0.0 0.0 0.0 0.47
H -1.65489 -1.93852 -2.64091 0.0 0.0 0.0 0.29
H -7.55311 -1.05370 0.29016 0.0 0.0 0.0 0.41
H -7.16392 0.83044 1.82812 0.0 0.0 0.0 0.38
O 0.60413 -1.73618 3.77856 0.0 0.0 0.0 -0.77
C 0.99230 -1.22867 2.73177 0.0 0.0 0.0 -0.36
O 0.78797 -1.67502 1.55394 0.1 0.0 0.0 -0.57
C 1.80276 0.06212 2.81673 0.0 0.0 0.0 0.30
C 2.24233 0.49557 4.06290 0.0 0.0 0.0 -0.66
C 3.00532 1.64669 4.19482 0.0 0.0 0.0 -0.69
C 3.34267 2.39049 3.07560 0.0 0.0 0.0 -0.61
C 2.88233 1.95778 1.84563 0.0 0.0 0.0 -0.87
C 2.11939 0.81538 1.69453 0.0 0.0 0.0 1.45
N 3.21750 2.74634 0.64702 -0.1 0.1 0.1 1.16
O 4.03047 3.64722 0.77412 0.0 0.0 0.0 -0.70
O 2.66301 2.46402 -0.39081 0.0 0.0 -0.1 -0.53
H 1.96442 -0.09966 4.92260 0.0 0.0 0.0 0.51
H 3.33915 1.96913 5.17250 0.0 0.0 0.0 0.40
H 3.93793 3.28883 3.13836 0.0 0.0 0.0 0.53
H 1.77556 0.56502 0.70042 0.1 0.0 0.1 0.13
Br -0.34533 4.89117 3.26624 0.0 0.0 0.0 -0.21
C -0.77803 3.17378 2.56413 0.0 0.0 0.0 -0.25
C -1.20390 2.18505 3.43717 0.0 0.0 0.0 -0.62
C -1.53588 0.94064 2.92291 0.1 0.0 0.0 -0.78
C -1.40652 0.69183 1.56366 -0.1 0.0 0.0 0.29
C -0.95882 1.68431 0.70323 -0.1 0.0 -0.1 0.96
C -0.66390 2.94864 1.20615 0.1 0.0 0.0 -0.53
C -0.76376 1.43670 -0.79129 0.1 -0.1 -0.1 -0.16
O -0.77850 2.40730 -1.53454 -0.2 0.1 -0.1 -0.77
O -0.57643 0.21202 -1.13646 0.1 0.0 0.3 -0.66
H -1.27224 2.38650 4.49753 0.0 0.0 0.0 0.48
H -1.85340 0.15167 3.59141 0.0 0.0 0.0 0.43
H -1.65333 -0.28046 1.16175 0.0 -0.1 0.0 0.33
H -0.33248 3.71669 0.52049 0.0 0.0 0.0 0.66
```
Positions in Å, forces in eV/Å.

Values from the calculation:
**Total charge**: -1
**ΔE to the lowest compared entry with this formula, charge and spin**: 0.000 eV
**E_LUMO**: 2.12 eV
**Highest occupied orbital energy**: -4.3 eV
**Spin multiplicity**: 1
**Frontier orbital gap**: 6.447 eV
**Energy**: -148308.9184 eV

=====

Entry 7:
A gas-phase ion, C8H13NO (charge +2) at a distorted geometry. Source: OMol25; level of theory: the ωB97M-V functional and the def2-TZVPD basis.

The geometry in XYZ format:
```
23
Properties=species:S:1:pos:R:3:forces:R:3:nbo_charge:R:1
C -1.67317 -1.13999 1.96139 0.3 -0.2 -0.5 -0.01
C -1.35355 -0.02581 1.22114 0.1 -0.2 -0.1 -0.31
C -1.13982 -2.27903 1.26784 -0.5 -0.4 0.9 0.13
C -0.64573 -0.50435 0.10982 0.5 1.8 -1.5 0.50
C -1.18536 -3.59303 1.56250 0.2 0.6 -0.3 -0.08
C 0.92228 2.27923 0.31785 0.0 -0.1 0.0 -0.62
C 1.21157 1.16725 -0.68427 -0.1 0.0 -0.1 -0.42
C -0.03912 0.38684 -1.11963 -0.8 -1.1 2.6 -0.08
N 0.27607 -0.51610 -2.26079 0.0 -0.3 -0.5 -0.68
O -0.51107 -1.80266 0.11688 0.4 0.0 -0.6 -0.39
H -2.22854 -1.18634 2.88210 -0.1 0.0 0.2 0.29
H -1.59585 0.99833 1.43880 0.0 0.1 0.0 0.29
H -0.72974 -4.33720 0.92326 0.0 0.0 -0.1 0.26
H -1.68498 -3.93394 2.45933 0.0 0.1 0.1 0.27
H 0.68951 1.89274 1.30570 0.0 0.0 0.1 0.22
H 0.11298 2.92101 -0.01960 -0.1 0.1 0.0 0.23
H 1.81137 2.89742 0.41276 0.0 0.0 0.0 0.27
H 1.62421 1.63186 -1.58389 0.0 -0.1 -0.1 0.24
H 1.96263 0.49051 -0.27437 0.1 -0.1 -0.1 0.24
H -0.83337 1.08419 -1.40346 0.1 -0.2 -0.2 0.27
H 0.98694 -1.21664 -1.99549 -0.2 0.2 -0.1 0.46
H 0.67349 0.03685 -3.03977 -0.1 -0.2 0.2 0.47
H -0.55576 -1.01001 -2.62228 0.3 0.1 0.1 0.46
```
Positions in Å, forces in eV/Å.

Values from the calculation:
**Total charge**: +2
**ΔE to the lowest compared entry with this formula, charge and spin**: 0.000 eV
**E_LUMO**: -9.84 eV
**Highest occupied orbital energy**: -18.9 eV
**Spin multiplicity**: 1
**Frontier orbital gap**: 9.033 eV
**Energy**: -12025.9892 eV

=====

Entry 8:
2 unconnected molecules or ions with the total composition C14H28BN3O3P at a distorted geometry. Source: OMol25; level of theory: the ωB97M-V functional and the def2-TZVPD basis.

The geometry in XYZ format:
```
50
Properties=species:S:1:pos:R:3:forces:R:3:nbo_charge:R:1
C -1.19865 -3.04562 3.24686 0.7 9.5 -4.0 -0.08
C -1.31817 -1.73515 2.69285 1.3 -8.4 3.6 -0.44
P -1.31630 0.08855 2.00458 -0.9 -1.4 2.6 1.09
C -0.15575 1.06491 3.19489 1.4 0.4 -0.6 -0.75
C -0.37640 2.68822 3.17124 -1.3 2.2 4.1 0.27
C -0.20588 3.68417 1.88035 0.5 0.6 -0.1 -0.72
N -0.70357 3.28014 4.39774 1.6 -3.7 -4.8 -0.56
C -3.13709 0.65061 2.03382 -1.6 -0.1 -0.1 -0.79
C -3.41553 2.17269 1.49740 0.1 2.5 -2.7 0.29
C -3.87908 3.29460 2.63907 -0.5 -0.7 -0.1 -0.70
N -3.32688 2.55472 0.16271 -0.2 -2.9 6.1 -0.55
B -0.47239 0.17690 0.26895 1.9 1.5 -4.9 0.92
O -0.46318 1.48828 -0.47258 0.9 -3.8 1.7 -0.88
N 0.24250 -0.96905 -0.42374 -0.5 0.4 2.1 -0.80
C 1.24933 -1.66185 0.46778 0.5 -1.3 1.2 -0.44
C -0.70137 -1.92895 -1.11053 -0.7 0.0 -1.9 -0.43
H -0.64378 -4.01788 3.65676 -1.8 2.5 -1.0 0.32
H -0.20061 0.56770 4.25312 -0.2 1.2 -2.0 0.29
H 0.94920 0.87577 2.78577 -2.4 0.2 0.7 0.28
H -0.21944 4.81255 2.25375 0.0 -2.7 -0.4 0.27
H 0.83256 3.55734 1.31066 -2.2 -0.1 1.4 0.24
H -1.04528 3.60024 1.06936 1.5 -0.2 1.7 0.27
H -0.74242 2.49490 5.11458 0.0 1.2 -1.0 0.33
H -3.57335 0.47485 3.12645 1.1 0.5 -2.3 0.30
H -3.73778 -0.07974 1.31280 1.4 1.3 1.5 0.30
H -3.88971 4.38811 2.21762 0.1 -2.4 0.6 0.27
H -4.98600 3.02536 2.99152 2.3 0.5 -0.9 0.25
H -3.22223 3.26640 3.60830 -1.1 -0.1 -2.0 0.25
H -3.05978 1.67724 -0.33494 -0.2 0.8 0.0 0.33
H 0.23842 1.38988 -1.19685 -1.5 -0.1 1.2 0.52
H 0.70706 -2.59446 0.96600 1.4 1.9 -0.8 0.20
H 1.67392 -0.95720 1.33144 -1.0 -1.3 -1.9 0.19
H 2.18825 -2.07846 -0.09643 -1.9 1.0 0.7 0.26
H -0.43229 -3.06865 -0.96750 -0.5 2.5 0.0 0.25
H -1.81810 -1.71723 -0.80443 2.0 -0.7 -0.5 0.19
H -0.63625 -1.68789 -2.27739 -0.3 -0.8 2.5 0.22
O 3.52384 -4.40651 -3.02581 -0.5 2.5 -0.5 -0.57
C 3.42144 -3.27088 -3.48666 0.3 -2.2 0.2 0.80
O 2.80437 -2.29898 -2.78193 0.0 0.0 0.7 -0.52
C 2.80095 -0.90581 -3.14136 -0.1 0.0 -0.3 -0.07
C 1.68267 -0.60475 -4.12130 0.0 -0.1 -0.2 -0.64
C 3.89436 -2.96866 -4.87984 0.6 0.2 -0.1 -0.75
H 3.78180 -0.59076 -3.50879 -0.1 -0.1 -0.1 0.19
H 2.62528 -0.34747 -2.21560 0.1 -0.4 0.0 0.19
H 1.81132 -1.15420 -5.05767 0.0 0.1 0.1 0.22
H 1.64896 0.46448 -4.34952 0.0 -0.1 0.0 0.22
H 0.71806 -0.90858 -3.70512 0.1 0.1 0.0 0.21
H 3.11494 -3.25232 -5.59185 0.1 0.0 0.1 0.25
H 4.79533 -3.55893 -5.07448 -0.4 -0.1 0.0 0.26
H 4.17270 -1.92861 -5.03204 -0.2 0.1 -0.1 0.22
```
Positions in Å, forces in eV/Å.

Values from the calculation:
**Total charge**: +1
**E_LUMO**: -4.40 eV
**Highest occupied orbital energy**: -12.2 eV
**Spin multiplicity**: 1
**Frontier orbital gap**: 7.819 eV
**Energy**: -35535.0763 eV